(1)
14 unconnected molecules or ions with the total composition C45H81F3O21S6, computed with wB97M-V/def2-TZVPD.

The geometry in XYZ format:
```
156
C45H81F3O21S6, DFT wB97M-V/def2-TZVPD
F 14.46891 -4.90635 -16.65315
C 15.61616 -4.76559 -15.98381
C 15.81078 -5.41759 -14.76117
C 17.00094 -5.20407 -14.06787
C 18.02513 -4.39188 -14.57857
C 17.76937 -3.68069 -15.78105
C 16.56975 -3.91865 -16.43456
H 15.02700 -6.05538 -14.37995
H 17.04272 -5.72156 -13.12085
H 18.95456 -4.22404 -14.05474
H 18.46905 -2.95774 -16.17373
H 16.54554 -3.35847 -17.35761
F 14.19050 -4.01870 -20.54070
C 13.02015 -3.47267 -20.98568
C 12.02745 -3.15077 -20.02325
C 10.79113 -2.53657 -20.40179
C 10.54336 -2.49137 -21.75769
C 11.49516 -2.79686 -22.73624
C 12.70182 -3.41061 -22.31666
H 12.33659 -3.28419 -18.99708
H 10.13116 -2.14750 -19.64057
H 9.57871 -2.10351 -22.04994
H 11.22651 -2.54013 -23.75030
H 13.40891 -3.80125 -23.03348
F 13.02063 -11.09028 -17.74184
C 14.31987 -10.79817 -17.64978
C 15.18664 -11.13922 -16.61975
C 16.51358 -10.70852 -16.51958
C 16.93729 -10.00817 -17.62962
C 16.07613 -9.61214 -18.67560
C 14.77696 -10.06391 -18.70156
H 14.90138 -11.65906 -15.71709
H 17.08204 -11.05941 -15.67098
H 17.97816 -9.72008 -17.62804
H 16.56969 -9.05031 -19.45481
H 14.09316 -9.72026 -19.46360
C 11.95565 -6.56595 -19.37249
S 11.77584 -8.22432 -20.14410
O 10.29014 -8.45554 -20.34945
C 12.31580 -7.90047 -21.85759
H 13.00311 -6.26449 -19.36606
H 11.71227 -6.54107 -18.31030
H 11.42715 -5.79964 -19.93956
H 11.79886 -7.06727 -22.33367
H 12.10719 -8.81001 -22.42090
H 13.39321 -7.77246 -21.96204
C 19.30297 -4.52346 -25.03227
S 19.03615 -2.74571 -25.55611
O 19.57355 -2.65022 -27.00200
C 17.23822 -2.76796 -25.78305
H 18.80019 -5.20730 -25.71613
H 19.14447 -4.65674 -23.96211
H 20.37370 -4.69482 -25.14313
H 16.69087 -3.07250 -24.89099
H 17.05129 -3.46724 -26.59800
H 16.89262 -1.81914 -26.19342
C 14.08370 -0.92655 -27.43238
S 13.37972 -1.75872 -26.00893
O 14.19440 -2.97780 -25.60777
C 13.58874 -0.46780 -24.72073
H 15.14385 -1.15372 -27.54454
H 14.21125 0.15251 -27.34596
H 13.46432 -1.08697 -28.31483
H 13.27722 0.53223 -25.02242
H 14.63122 -0.39879 -24.40999
H 12.99269 -0.76725 -23.85866
C 19.82964 -10.81451 -25.94881
S 20.50408 -9.06975 -25.85100
O 21.49990 -8.87350 -27.05497
C 19.06110 -7.99426 -26.31750
H 19.03665 -11.06605 -25.24453
H 20.65127 -11.49962 -25.73987
H 19.53972 -11.04130 -26.97478
H 19.51606 -7.08146 -26.70205
H 18.38258 -7.84484 -25.47762
H 18.51372 -8.46536 -27.13392
C 16.80534 -4.26589 -29.29535
S 16.33867 -5.91919 -28.65336
O 16.82381 -6.02604 -27.20907
C 14.48120 -5.71987 -28.67607
H 16.79047 -4.08968 -30.37091
H 17.82222 -4.11316 -28.93378
H 16.20169 -3.49261 -28.82020
H 14.18795 -4.74992 -28.27443
H 14.05998 -6.25033 -27.82209
H 13.92853 -6.03163 -29.56232
C 20.30639 -6.25469 -21.33502
S 21.74979 -5.13734 -21.75961
O 22.16960 -5.23913 -23.20318
C 20.96666 -3.51535 -21.53099
H 20.26515 -7.07618 -22.05024
H 19.37242 -5.70772 -21.46401
H 20.41302 -6.75827 -20.37423
H 20.38840 -3.51208 -20.60702
H 20.27889 -3.37691 -22.36520
H 21.76040 -2.77105 -21.59494
C 9.80683 -9.20206 -25.31162
O 10.49489 -8.10566 -24.77172
C 11.31417 -7.35690 -25.56075
O 11.69844 -7.68110 -26.65304
O 11.56734 -6.27904 -24.90990
C 12.27361 -5.24221 -25.49411
H 9.03511 -8.76998 -25.94868
H 9.43511 -9.89290 -24.55487
H 10.47384 -9.79355 -25.93876
H 11.86104 -4.77904 -26.39041
H 13.26971 -5.62103 -25.72295
H 12.52643 -4.45810 -24.78042
C 16.15811 -9.87566 -22.32048
O 15.28008 -9.67747 -23.40328
C 15.68932 -9.88638 -24.67747
O 16.79505 -10.19967 -25.02748
O 14.63434 -9.60337 -25.45491
C 14.71297 -9.58659 -26.83136
H 15.75208 -9.62690 -21.34000
H 17.07568 -9.29119 -22.38799
H 16.48422 -10.91429 -22.26571
H 15.74091 -9.64837 -27.18860
H 14.43416 -8.58215 -27.14987
H 14.04235 -10.36014 -27.20553
C 20.61588 -4.82344 -18.15592
O 21.01062 -4.90058 -16.79891
C 21.56526 -3.80856 -16.17660
O 21.75069 -2.71199 -16.70634
O 21.65182 -4.14424 -14.90388
C 22.12518 -3.18737 -13.91704
H 20.01929 -5.67377 -18.48629
H 21.52472 -4.79685 -18.75708
H 19.99075 -3.94050 -18.28916
H 22.42375 -3.60064 -12.95363
H 21.33853 -2.45390 -13.74017
H 23.03536 -2.71779 -14.29009
C 19.43190 -0.21077 -17.97017
O 18.71410 -0.22877 -19.16447
C 18.13299 -1.34848 -19.63887
O 18.16211 -2.47569 -19.10113
O 17.52440 -1.07611 -20.80193
C 16.91130 -2.06130 -21.59743
H 19.73125 0.81184 -17.74051
H 20.36777 -0.76669 -18.02700
H 18.92673 -0.60846 -17.08997
H 17.63235 -2.79357 -21.96072
H 16.36329 -1.59283 -22.41494
H 16.13604 -2.49135 -20.96331
C 16.62172 -5.84827 -19.36410
O 16.10623 -6.45479 -20.53477
C 16.35522 -5.94511 -21.77254
O 17.21975 -5.13042 -22.08065
O 15.43766 -6.54850 -22.58933
C 15.43489 -6.24620 -24.00668
H 17.22554 -6.51277 -18.74608
H 15.72843 -5.68843 -18.76030
H 17.22121 -4.94941 -19.50823
H 16.36082 -6.38741 -24.56420
H 14.99288 -5.28487 -24.26854
H 14.83553 -6.94289 -24.59276
```

Output
**Total charge**: -1
**LUMO energy (alpha / beta)**: 1.747 / 1.717 eV
**Spin multiplicity**: 2
**Electronic energy**: -164131.3182 eV
**Kohn-Sham gap (alpha / beta)**: 2.0 / 6.4 eV

These are the Mulliken partial charges, in e, on atoms 1 to 8: -0.24, 0.33, -0.62, -0.51, -0.50, -0.17, -0.06, 0.45



(2)
A molecular structure, C17H33Li2O11P, computed with wB97M-V/def2-TZVPD.

The geometry in XYZ format:
```
64
C17H33Li2O11P, DFT wB97M-V/def2-TZVPD
Li -0.01474 3.47349 -0.01280
Li -0.78138 1.63120 -2.00672
P 0.13345 3.82672 -2.48943
O 0.04391 5.02793 -3.40589
O 1.21068 4.15950 -1.37622
O 0.58614 2.53288 -3.22424
O -1.09821 3.43854 -1.56157
O 0.23043 -0.77105 0.90292
C -0.11495 0.21367 -0.02452
O -0.56033 -0.20271 -1.13394
O -0.02247 1.40291 0.28401
H -0.23482 -1.49341 0.46479
C 4.15911 -0.42710 -0.20394
C 4.03977 0.60496 0.92347
C 3.65846 1.92062 0.17981
O 3.59357 1.60206 -1.19383
C 4.36907 0.46904 -1.42839
H 3.26178 -1.02973 -0.31280
H 5.04987 -1.04581 -0.04709
H 4.99440 0.73282 1.43781
H 3.26258 0.34729 1.64284
H 4.42206 2.69894 0.31425
H 2.68596 2.27036 0.51562
H 5.43877 0.69431 -1.58063
H 3.96712 0.00032 -2.32888
C -4.50577 1.55629 -2.18073
C -4.13351 0.06425 -2.28633
C -2.95941 0.04959 -3.26198
O -2.41073 1.35217 -3.27679
C -3.50409 2.25803 -3.11237
H -4.40253 1.98719 -1.18598
H -5.51972 1.79222 -2.51937
H -4.96972 -0.52984 -2.66934
H -3.91816 -0.33393 -1.29294
H -3.33225 -0.15520 -4.28045
H -2.20260 -0.69030 -3.01092
H -3.90656 2.51173 -4.10104
H -3.05399 3.14725 -2.66338
C -2.35689 -4.90086 -0.12307
C -1.68838 -4.17918 -1.30722
C -0.27339 -4.04566 -0.75953
O -0.43429 -3.79636 0.63792
C -1.78066 -4.07762 1.03208
H -1.95303 -5.91585 -0.05344
H -3.44425 -4.90972 -0.17482
H -2.11724 -3.18608 -1.43717
H -1.75523 -4.77445 -2.21630
H 0.21957 -3.15997 -1.18153
H 0.40469 -4.86714 -1.01793
H -2.35639 -3.14327 1.07284
H -1.75180 -4.56502 2.00417
C 1.34084 1.85322 4.13287
C 0.15102 0.92268 3.97250
C 0.84267 -0.43650 4.04676
O 1.82585 -0.27797 5.05318
C 2.39417 1.01248 4.87473
H 1.12132 2.82506 4.57439
H 1.69992 2.06083 3.12035
H -0.32561 1.06783 3.00120
H -0.63832 0.99119 4.72635
H 1.31825 -0.62943 3.07829
H 0.18137 -1.27512 4.25393
H 3.32564 0.95955 4.30483
H 2.58897 1.36015 5.89162
```

Output
**Total charge**: -2
**LUMO energy**: 4.039 eV
**Electronic energy**: -50391.8083 eV
**Relative energy (zero: lowest compared OMol25 entry of this formula, charge and spin)**: 0.000 eV
**Kohn-Sham gap**: 3.4 eV

These are the Mulliken partial charges, in e, on atoms 1 to 8: 0.73, 0.77, 1.02, -0.87, -0.98, -0.83, -0.90, -0.19



(3)
2 unconnected molecules or ions with the total composition C4H6N, computed with wB97M-V/def2-TZVPD.

The geometry in XYZ format:
```
11
C4H6N, DFT wB97M-V/def2-TZVPD
C 4.59536 -0.32483 0.00126
C -1.11553 0.24655 -0.52597
C -1.57892 -0.69057 0.42348
C 0.33287 0.75764 0.25172
N 1.41095 0.25875 0.06062
H 5.49396 -0.79146 0.41334
H -0.68388 -0.10606 -1.39159
H -1.76987 1.23864 -0.75359
H -2.01264 -0.28523 1.34092
H -1.58607 -1.78017 0.11071
H 0.17310 1.59936 0.89144
```

Output
**Total charge**: +1
**LUMO energy (alpha / beta)**: -7.777 / -7.789 eV
**Electronic energy**: -5716.4630 eV
**Relative energy (zero: lowest compared OMol25 entry of this formula, charge and spin)**: 10.338 eV
**Kohn-Sham gap (alpha / beta)**: 5.6 / 4.1 eV

These are the Mulliken partial charges, in e, on atoms 1 to 8: -0.20, -0.32, -0.22, -0.01, -0.14, 0.22, 0.30, 0.35



(4)
A single C4H7NO molecule, computed with wB97M-V/def2-TZVPD.

The geometry in XYZ format:
```
13
C4H7NO, DFT wB97M-V/def2-TZVPD
C -0.98117 -0.39527 1.23511
C -0.33407 -0.73693 -0.10226
N -0.72543 0.11881 -1.21193
C 0.67851 0.08014 -0.84455
C 1.32687 1.23278 -0.19185
O 2.52663 1.38625 -0.19532
H -1.02881 0.68618 1.38663
H -0.41727 -0.84492 2.05606
H -2.01989 -0.75374 1.31874
H -0.11693 -1.78819 -0.26318
H -0.88476 -0.35250 -2.09687
H 1.34368 -0.52461 -1.45800
H 0.63267 1.89199 0.36743
```

Output
**SMILES string**: C[C@H]1N[C@H]1C=O
**LUMO energy**: 0.972 eV
**Electronic energy**: -7797.5872 eV
**Relative energy (zero: lowest compared OMol25 entry of this formula, charge and spin)**: 2.057 eV
**Kohn-Sham gap**: 10.7 eV

These are the Mulliken partial charges, in e, on atoms 1 to 8: -1.20, 0.11, -0.61, 0.22, -0.28, -0.48, 0.30, 0.31